Arrangement w

Below is a cluster of 2 separate species, C2H5N3S in total, with properties calculated with ωB97M-V with the def2-TZVPD basis set.

Computed properties:
Frontier orbital gap = 9.54 eV
HOMO level = -8.73 eV

Geometry (Å):
C -2.36 -0.99 0.08
C 1.19 1.33 -0.55
N -2.84 -1.75 0.89
N 1.46 -0.60 0.70
N 0.85 0.40 0.52
S -2.06 0.24 -0.84
H 0.47 2.14 -0.78
H 2.09 1.68 -0.06
H 1.57 0.78 -1.45
H -2.72 -2.59 1.42
H 2.35 -0.66 0.07



Arrangement x

Below is an isolated molecule of C2H5N3S, with properties calculated with ωB97M-V with the def2-TZVPD basis set.

Computed properties:
Frontier orbital gap = 9.69 eV
HOMO level = -8.84 eV

Geometry (Å):
C -0.58 1.62 -0.93
C 0.37 -0.40 1.48
N 0.24 1.38 -0.02
N 0.79 0.16 0.21
N -0.09 -1.01 0.26
S 0.44 -2.33 -0.69
H -0.99 0.75 -1.70
H -0.84 2.60 -0.93
H 1.18 -0.94 1.99
H -0.30 0.10 2.12
H -0.23 -1.94 -1.78



Of them, arrangement x has the lowest stability.



Arrangement w

Below is an isolated molecule of C6H10S2, with properties calculated with ωB97M-V with the def2-TZVPD basis set.

Computed properties:
Frontier orbital gap = 8.03 eV
HOMO level = -8.76 eV

Geometry (Å):
C -0.50 2.01 -0.34
C -0.18 0.87 0.69
C 0.11 -0.43 -0.09
C 0.52 -1.48 0.95
C 1.20 -0.06 -0.93
C -0.99 -1.17 -0.77
H 0.43 2.41 -0.94
H -1.34 1.55 -1.01
H -0.83 2.76 0.44
H -0.93 0.65 1.39
H 0.78 1.29 1.22
H 1.39 -1.35 1.69
H -0.43 -1.71 1.37
H 0.51 -2.56 0.54
H 0.84 0.60 -1.67
H -0.73 -2.08 -1.26
S 2.70 -0.54 -0.67
S -2.54 -0.76 -0.62



Arrangement x

Below is an isolated molecule of C6H10S2, with properties calculated with ωB97M-V with the def2-TZVPD basis set.

Computed properties:
Frontier orbital gap = 8.49 eV
HOMO level = -8.49 eV

Geometry (Å):
C 1.16 -3.95 -0.65
C 1.82 -2.61 -0.86
C 1.23 -1.58 0.06
C 0.73 -0.38 -0.27
C -0.89 1.72 0.36
C -1.21 2.88 1.23
H 1.32 -4.37 0.36
H 1.61 -4.68 -1.34
H 0.07 -3.86 -0.86
H 2.91 -2.73 -0.59
H 1.67 -2.20 -1.86
H 1.19 -1.86 1.11
H 0.55 -0.02 -1.28
H -1.70 3.65 0.66
H -1.95 2.59 2.00
H -0.29 3.21 1.77
S 0.37 0.78 1.00
S -1.77 1.34 -0.95



Of them, arrangement w has the lowest stability.



Arrangement w

Below is a cluster of 3 separate species, C4H15NO2 in total, with properties calculated with ωB97M-V with the def2-TZVPD basis set.

Computed properties:
Frontier orbital gap = 9.67 eV
HOMO level = -9.03 eV

Geometry (Å):
C 0.55 2.74 -0.66
C 0.40 1.26 -0.19
C 0.95 0.78 1.24
C 2.23 -0.14 1.19
N -1.07 1.02 -0.19
H 0.36 2.63 -1.72
H -0.08 3.39 -0.06
H 1.65 2.92 -0.63
H 0.95 0.71 -0.96
H 1.13 1.72 1.78
H 0.09 0.31 1.78
H 2.38 -1.06 0.60
H 3.02 0.47 0.87
H 2.26 -0.34 2.28
H -1.37 0.05 -0.26
H -1.57 1.53 -0.97
H -1.97 -3.00 -0.36
H -2.57 -2.43 -1.73
O -2.84 -2.59 -0.76
H 0.83 -1.58 -0.52
H 0.07 -2.28 0.61
O 0.04 -2.15 -0.35



Arrangement x

Below is a cluster of 3 separate species, C4H15NO2 in total, with properties calculated with ωB97M-V with the def2-TZVPD basis set.

Computed properties:
Frontier orbital gap = 9.37 eV
HOMO level = -8.69 eV

Geometry (Å):
C -0.84 -1.83 0.75
C -1.71 -0.72 0.22
C -1.07 0.68 0.22
N -0.15 0.96 -0.91
C 0.72 -0.10 -1.34
H 0.10 -1.54 1.21
H -1.33 -2.42 1.51
H -0.58 -2.59 0.00
H -1.94 -0.84 -0.85
H -2.67 -0.63 0.69
H -1.91 1.36 0.07
H -0.51 0.86 1.13
H -0.70 1.36 -1.64
H 1.28 -0.50 -0.49
H 0.23 -0.94 -1.85
H 1.49 0.30 -1.99
H 0.51 5.00 -2.95
H -0.12 3.62 -2.90
O -0.31 4.53 -3.13
H 3.35 -1.64 3.57
H 3.18 -2.93 4.30
O 2.97 -2.00 4.37



Of them, arrangement w has the lowest stability.



Arrangement w

Below is the ion CH4N3 with charge +1, with properties calculated with ωB97M-V with the def2-TZVPD basis set.

Computed properties:
Frontier orbital gap = 11.28 eV
Net charge = +1
HOMO level = -16.12 eV

Geometry (Å):
C 1.69 -0.59 -0.06
N 1.98 0.59 0.32
N 0.97 0.36 -0.67
N -0.43 0.40 -0.07
H 1.79 -1.65 -0.07
H -0.70 0.19 0.97
H -1.01 -0.04 -0.83
H -0.68 1.49 -0.08



Arrangement x

Below is a cluster of 2 separate species, CH4N3 in total, with properties calculated with ωB97M-V with the def2-TZVPD basis set.

Computed properties:
Frontier orbital gap = 9.57 eV
Net charge = +1
HOMO level = -15.30 eV

Geometry (Å):
C 0.19 -0.80 1.25
N -0.93 -0.21 1.39
N 0.16 0.42 0.59
N 0.01 0.64 -0.81
H 0.83 -1.74 1.45
H -0.88 -0.30 -1.55
H 0.94 0.33 -1.31
H -0.31 1.66 -1.00



Of them, arrangement x has the lowest stability.



Arrangement w

Below is the ion CH4N3 with charge +1, with properties calculated with ωB97M-V with the def2-TZVPD basis set.

Computed properties:
Frontier orbital gap = 9.28 eV
Net charge = +1
HOMO level = -14.35 eV

Geometry (Å):
C 0.06 -0.39 0.47
N 2.15 0.35 1.34
N 1.14 0.03 0.93
N -0.59 0.26 -0.67
H -0.50 -1.32 0.71
H -0.71 -0.39 -1.47
H 0.06 1.09 -0.93
H -1.60 0.36 -0.38



Arrangement x

Below is a cluster of 2 separate species, CH4N3 in total, with properties calculated with ωB97M-V with the def2-TZVPD basis set.

Computed properties:
Frontier orbital gap (alpha / beta) = 9.14 / 9.12 eV
Net charge = +1
HOMO level (alpha / beta) = -15.99 / -15.97 eV

Geometry (Å):
C 0.67 -1.03 -0.95
N 1.43 -1.50 -1.68
N -1.28 -0.32 0.76
N -0.82 0.94 0.99
H 2.09 -1.96 -2.27
H 0.21 0.93 1.16
H -1.28 1.36 1.83
H -1.02 1.57 0.18



Of them, arrangement x has the lowest stability.